1 | The following is a quantum chemistry calculation of a cluster of 2 separate species, C2H3F2N in total, from OMol25.

Last column: natural (NBO) charge in e.
Element x y z (Å)
C (-0.14, 0.00, -0.60)  -0.026
C (0.55, -0.33, 0.60)  0.587
N (-1.39, -0.32, -0.63)  -0.473
F (0.64, 1.60, 1.80)  -0.640
F (1.83, -0.45, 0.57)  -0.225
H (0.48, 0.46, -1.44)  0.201
H (-0.16, -0.75, 1.27)  0.214
H (-1.81, -0.21, -1.57)  0.363

2 | The following is a quantum chemistry calculation of a cluster of 2 separate species, C2H3F2N in total, from OMol25.

Last column: natural (NBO) charge in e.
Element x y z (Å)
C (-1.28, -0.16, -0.63)  0.531
C (1.44, 0.67, 0.68)  0.146
N (-0.08, -0.18, -0.31)  -0.605
F (-1.90, -0.76, -1.60)  -0.290
F (2.20, -0.37, 1.14)  -0.380
H (-1.77, 0.62, -0.07)  0.152
H (0.87, 1.01, 1.50)  0.064
H (0.51, -0.84, -0.71)  0.382

Stability, highest: 1

1 | The following is a quantum chemistry calculation of the ion C3H6IN4 with charge +1, from OMol25.

Last column: natural (NBO) charge in e.
Element x y z (Å)
C (0.17, 1.08, -0.50)  -0.685
C (-0.51, -0.20, -0.27)  0.347
I (-2.99, 0.22, 0.00)  -0.061
N (-0.54, -1.17, -1.31)  -0.365
N (-0.48, -2.46, -1.14)  0.162
N (-0.32, -3.00, -0.05)  -0.251
C (-0.26, -2.17, 1.03)  0.407
N (-0.12, -0.86, 0.94)  -0.539
H (0.01, 1.68, 0.45)  0.257
H (-0.28, 1.63, -1.37)  0.278
H (1.21, 0.89, -0.60)  0.252
H (-1.01, -1.13, -2.23)  0.473
H (-0.12, -2.59, 2.00)  0.244
H (-0.34, -0.32, 1.88)  0.480

SMILES: C[C@@]1(I)NN=NC=[NH+]1
Charge: +1

2 | The following is a quantum chemistry calculation of the ion C3H6IN4 with charge +1, from OMol25.

Last column: natural (NBO) charge in e.
Element x y z (Å)
N (2.15, -1.47, 0.10)  -0.596
N (0.85, -0.86, 0.04)  -0.126
C (-0.27, -1.52, -0.09)  0.037
C (-1.50, -0.18, -0.04)  -0.066
I (-3.51, -0.23, -0.19)  0.396
N (-0.64, 0.82, 0.11)  -0.187
N (-0.95, 2.16, -0.11)  -0.624
C (0.64, 0.48, 0.08)  0.098
H (2.91, -0.84, 0.18)  0.391
H (2.40, -1.94, -0.79)  0.394
H (-0.58, -2.52, -0.08)  0.261
H (-1.83, 2.40, -0.58)  0.404
H (-1.06, 2.65, 0.74)  0.383
H (1.39, 1.04, 0.63)  0.234

SMILES: Nn1cc(I)[n+](N)c1
Charge: +1

Stability, highest: 1

1 | The following is a quantum chemistry calculation of a cluster of 2 separate species, C4H7N6 in total, from OMol25.

Last column: natural (NBO) charge in e.
Element x y z (Å)
C (-0.60, 1.13, -2.05)  -0.290
C (-0.77, -0.17, -2.55)  0.009
C (-0.02, 0.97, -0.80)  -0.035
C (0.82, -1.14, 0.35)  0.352
N (-0.36, -1.05, -1.69)  -0.285
N (1.53, 0.00, 2.27)  0.214
N (0.80, 0.79, 2.64)  0.165
N (0.23, -0.39, -0.64)  -0.284
N (-0.17, 1.61, 2.51)  -0.589
N (0.72, -2.41, 0.22)  -0.728
H (-0.74, 2.04, -2.60)  0.253
H (-1.48, -0.62, -3.31)  0.248
H (0.03, 1.78, -0.11)  0.228
H (-0.48, 2.23, 3.36)  0.451
H (-1.13, 1.26, 2.19)  0.432
H (1.28, -3.07, 0.79)  0.424
H (0.33, -2.95, -0.58)  0.435

Charge: +1

2 | The following is a quantum chemistry calculation of a cluster of 2 separate species, C4H7N6 in total, from OMol25.

Last column: natural (NBO) charge in e.
Element x y z (Å)
C (-1.21, -1.74, 0.21)  -0.320
C (0.18, -1.99, 0.03)  0.105
C (-2.23, 1.40, 0.21)  0.260
C (-1.83, -0.72, -0.46)  0.085
N (1.11, -1.07, -0.10)  -0.251
N (-0.90, 1.75, 0.02)  -0.211
N (0.88, 0.19, -0.22)  0.218
N (-2.64, 0.21, 0.09)  -0.363
N (-0.09, 0.87, -0.19)  0.261
N (2.81, 1.06, -0.03)  -0.940
H (-1.65, -2.18, 1.10)  0.271
H (0.59, -2.96, 0.27)  0.244
H (-2.86, 2.21, 0.55)  0.241
H (-1.52, -0.53, -1.49)  0.204
H (2.93, 1.46, 0.90)  0.396
H (3.01, 1.76, -0.73)  0.397
H (3.43, 0.27, -0.15)  0.403

Charge: +1

Stability, highest: 1

1 | The following is a quantum chemistry calculation of the molecule C7H10O, from OMol25.

Last column: Mulliken spin population.
Element x y z (Å)
C (-1.50, 0.03, 0.24)  0.498
C (-0.52, -0.89, 0.33)  -0.098
C (-1.10, 1.14, -0.63)  0.023
C (0.63, -0.55, -0.39)  0.522
C (0.41, 0.78, -1.00)  -0.042
C (1.41, 1.51, -0.04)  0.910
C (-0.77, -2.26, 0.94)  -0.007
O (2.73, 1.56, -0.32)  0.059
H (-2.45, -0.11, 0.51)  0.045
H (-1.58, 1.25, -1.55)  0.024
H (-1.06, 2.13, -0.16)  0.010
H (1.48, -1.15, -0.55)  0.031
H (0.71, 0.90, -2.00)  0.015
H (1.05, 1.74, 1.04)  0.015
H (0.09, -2.95, 1.02)  -0.001
H (-1.60, -2.70, 0.31)  -0.001
H (-1.25, -1.99, 1.82)  -0.006
H (3.31, 1.57, 0.42)  0.003

Multiplicity: 3
Expectation value of S²: 2.0247

2 | The following is a quantum chemistry calculation of the molecule C7H10O, from OMol25.

Last column: Mulliken spin population.
Element x y z (Å)
C (-0.21, 1.73, -0.12)  0.086
C (-1.63, -0.42, -0.68)  0.093
C (-0.27, 0.30, -0.71)  0.001
C (0.89, 1.21, 0.76)  0.000
C (-2.53, -0.21, 0.50)  0.774
C (0.85, -0.03, 0.26)  -0.002
C (1.61, -1.29, 0.44)  0.003
O (-3.73, -0.13, 0.43)  0.935
H (0.10, 2.51, -0.83)  0.001
H (-1.12, 2.06, 0.38)  -0.059
H (-2.20, -0.15, -1.58)  0.013
H (-1.44, -1.50, -0.72)  0.051
H (0.09, 0.26, -1.74)  -0.004
H (1.50, 1.71, 1.49)  -0.002
H (-2.01, -0.15, 1.48)  0.113
H (1.34, -2.00, -0.34)  -0.002
H (1.41, -1.74, 1.41)  0.000
H (2.68, -1.09, 0.38)  0.000

Multiplicity: 3
Expectation value of S²: 2.0060

Stability, highest: 1

1 | The following is a quantum chemistry calculation of the molecule C23H32N4O3S, from OMol25.

Last column: natural (NBO) charge in e.
Element x y z (Å)
C (4.90, 0.73, 0.63)  -0.616
C (3.40, 0.46, 0.55)  -0.040
C (3.05, -1.00, 0.86)  -0.418
C (3.42, -1.94, -0.29)  -0.406
C (2.78, -1.44, -1.58)  -0.417
C (3.22, 0.01, -1.82)  -0.211
N (2.87, 0.91, -0.73)  -0.467
C (1.47, 1.29, -0.69)  -0.220
C (1.31, 2.72, -0.15)  -0.230
N (-0.05, 3.18, -0.30)  -0.620
C (-1.01, 2.86, 0.60)  0.689
O (-0.73, 2.37, 1.68)  -0.635
C (-2.44, 3.21, 0.18)  -0.324
C (-2.79, 2.67, -1.21)  -0.396
C (-2.72, 1.15, -1.20)  -0.234
N (-3.65, 0.64, -0.23)  -0.676
S (-4.04, -0.96, -0.46)  2.328
O (-4.58, -1.05, -1.79)  -0.956
O (-4.86, -1.40, 0.63)  -0.920
C (-2.49, -1.89, -0.51)  -0.251
C (-2.13, -2.47, -1.70)  -0.192
C (-0.97, -3.25, -1.80)  -0.220
C (-0.19, -3.46, -0.70)  -0.155
C (-0.52, -2.88, 0.54)  -0.109
C (0.24, -3.06, 1.71)  -0.130
C (-0.15, -2.44, 2.87)  -0.260
C (-1.30, -1.63, 2.85)  0.080
N (-2.04, -1.45, 1.79)  -0.414
C (-1.69, -2.06, 0.64)  0.133
C (-3.42, 1.10, 1.12)  -0.247
C (-3.45, 2.63, 1.18)  -0.390
H (5.11, 1.75, 0.31)  0.220
H (5.47, 0.05, -0.01)  0.198
H (5.25, 0.60, 1.65)  0.209
H (2.92, 1.09, 1.32)  0.201
H (3.56, -1.31, 1.78)  0.209
H (1.98, -1.08, 1.04)  0.205
H (4.50, -1.97, -0.41)  0.197
H (3.08, -2.95, -0.06)  0.199
H (3.08, -2.06, -2.42)  0.207
H (1.69, -1.48, -1.50)  0.198
H (2.78, 0.40, -2.74)  0.198
H (4.31, 0.04, -1.94)  0.191
H (0.85, 0.61, -0.08)  0.180
H (1.08, 1.27, -1.72)  0.191
H (1.98, 3.39, -0.68)  0.204
H (1.54, 2.74, 0.92)  0.222
H (-0.32, 3.51, -1.21)  0.391
H (-2.51, 4.30, 0.18)  0.233
H (-2.13, 3.07, -1.99)  0.199
H (-3.81, 2.97, -1.46)  0.224
H (-3.02, 0.74, -2.17)  0.237
H (-1.69, 0.82, -0.98)  0.175
H (-2.78, -2.32, -2.55)  0.253
H (-0.71, -3.69, -2.75)  0.223
H (0.70, -4.07, -0.76)  0.215
H (1.13, -3.68, 1.68)  0.217
H (0.41, -2.55, 3.78)  0.225
H (-1.62, -1.11, 3.73)  0.199
H (-4.21, 0.67, 1.74)  0.238
H (-2.45, 0.75, 1.50)  0.223
H (-4.44, 2.99, 0.93)  0.207
H (-3.19, 2.94, 2.19)  0.233

SMILES: C[C@@H]1CCCCN1CCNC(=O)C1CCN(S(=O)(=O)c2cccc3cccnc23)CC1

2 | The following is a quantum chemistry calculation of the molecule C23H32N4O3S, from OMol25.

Last column: natural (NBO) charge in e.
Element x y z (Å)
C (-0.79, 2.35, 1.00)  -0.625
C (-1.62, 2.05, 2.22)  0.025
C (-2.26, 3.10, 2.97)  -0.475
C (-1.38, 4.09, 3.40)  -0.417
C (-0.37, 3.48, 4.35)  -0.396
C (0.65, 2.53, 3.58)  -0.212
N (-0.36, 1.45, 3.09)  -0.534
C (-0.93, 0.34, 4.27)  -0.206
C (0.01, -0.81, 4.08)  -0.256
N (0.31, -1.42, 2.76)  -0.647
C (-0.25, -2.67, 2.54)  0.731
O (-0.41, -3.44, 3.33)  -0.570
C (-0.65, -3.04, 0.99)  -0.278
C (-1.63, -2.02, 0.51)  -0.417
C (-1.75, -2.09, -1.11)  -0.184
N (-0.51, -2.10, -1.69)  -0.514
S (-0.09, -0.27, -2.03)  2.103
O (0.92, 0.24, -1.12)  -0.882
O (-1.51, 0.26, -1.84)  -0.975
C (0.13, -0.25, -3.78)  -0.308
C (-0.67, 0.23, -4.53)  -0.147
C (-0.44, 0.50, -6.01)  -0.208
C (0.82, 0.08, -6.48)  -0.127
C (1.85, -0.68, -5.47)  -0.174
C (2.91, -0.92, -6.03)  -0.137
C (4.24, -1.36, -5.05)  -0.147
C (3.61, -1.56, -3.77)  0.080
N (2.54, -1.30, -3.38)  -0.441
C (1.63, -0.53, -4.09)  0.228
C (0.63, -2.53, -1.17)  -0.148
C (0.76, -2.62, 0.26)  -0.434
H (-0.35, 3.30, 1.14)  0.200
H (-1.71, 2.40, 0.37)  0.206
H (-0.23, 1.60, 0.58)  0.240
H (-2.22, 1.07, 2.11)  0.200
H (-2.89, 3.26, 2.22)  0.219
H (-2.87, 2.50, 3.68)  0.212
H (-0.95, 4.80, 2.59)  0.215
H (-1.85, 4.82, 4.06)  0.218
H (0.34, 4.27, 4.67)  0.190
H (-0.61, 3.16, 5.24)  0.197
H (1.23, 2.10, 4.32)  0.192
H (1.11, 2.87, 2.78)  0.191
H (-1.74, 0.05, 3.94)  0.160
H (-0.80, 0.89, 5.24)  0.202
H (-0.03, -1.48, 5.02)  0.231
H (0.99, -0.42, 4.47)  0.185
H (0.27, -0.71, 2.15)  0.403
H (-0.60, -3.91, 0.83)  0.184
H (-1.23, -1.00, 0.68)  0.210
H (-2.60, -2.25, 0.88)  0.213
H (-1.89, -3.21, -1.21)  0.188
H (-2.43, -1.53, -1.38)  0.220
H (-1.63, 0.71, -4.11)  0.275
H (-1.23, 0.88, -6.48)  0.212
H (1.01, 0.03, -7.58)  0.220
H (3.35, -0.65, -7.14)  0.238
H (5.02, -1.66, -5.51)  0.189
H (4.53, -1.98, -3.09)  0.146
H (0.41, -3.81, -1.49)  0.085
H (1.38, -2.39, -1.64)  0.207
H (1.74, -3.26, 0.48)  0.228
H (1.11, -1.54, 0.43)  0.217

SMILES: C[C@@H]1CCCCN1CCNC(=O)C1CCN(S(=O)(=O)c2cccc3cccnc23)CC1

Stability, highest: 1